Record 1
The following is a DFT calculation (ωB97M-V with the def2-TZVPD basis set) of a 2-piece molecular cluster, C29H37N4O4 overall in a non-equilibrium geometry.

Bonds (Å) are listed after each position.
Element x y z (Å)
1 C 5.59687 -3.39265 -1.26282  O2 1.408, H32 1.089, H33 1.090, H34 1.089
2 O 6.17914 -2.20233 -0.78750  C1 1.408, C3 1.403
3 C 5.26712 -1.19691 -0.43275  O2 1.403, C4 1.391, C29 1.410
4 C 3.88732 -1.29608 -0.57568  C3 1.391, C5 1.384, H35 1.073
5 C 3.03753 -0.28139 -0.17247  C4 1.384, C6 1.497, C25 1.384
6 C 1.55464 -0.47442 -0.25084  C5 1.497, C7 1.529, H36 1.094, H37 1.095
7 C 0.95026 -1.06552 1.02358  C6 1.529, C8 1.523, N15 1.494, H38 1.098
8 C 1.48250 -2.46293 1.31455  C7 1.523, O9 1.212, N10 1.378
9 O 2.62438 -2.75822 1.59260  C8 1.212
10 N 0.41458 -3.32619 1.19944  C8 1.378, C11 1.454, C12 1.489
11 C 0.57402 -4.76068 1.37163  N10 1.454, H39 1.089, H40 1.089, H41 1.089
12 C -0.89851 -2.65487 0.99240  N10 1.489, C13 1.524, C14 1.526, N15 1.507
13 C -1.50034 -3.15483 -0.31591  C12 1.524, H42 1.089, H43 1.089, H44 1.086
14 C -1.75521 -2.92000 2.22702  C12 1.526, H45 1.089, H46 1.085, H47 1.089
15 N -0.53271 -1.19608 0.90146  C7 1.494, C12 1.507, C16 1.365
16 C -1.40136 -0.15789 0.72940  N15 1.365, C17 1.376, H48 1.073
17 C -2.75914 -0.34183 0.60398  C16 1.376, C18 1.380, H49 1.069
18 C -3.70767 0.63468 0.37912  C17 1.380, C19 1.424, H50 1.074
19 C -5.10137 0.36901 0.25942  C18 1.424, C20 1.409, C24 1.411
20 C -6.00280 1.43006 0.04438  C19 1.409, C21 1.376, H51 1.077
21 C -7.35456 1.20039 -0.06667  C20 1.376, C22 1.385, H52 1.079
22 C -7.85218 -0.08901 0.02393  C21 1.385, C23 1.385, H53 1.078
23 C -6.98873 -1.15271 0.22605  C22 1.385, C24 1.376, H54 1.079
24 C -5.63571 -0.93406 0.34371  C19 1.411, C23 1.376, H55 1.075
25 C 3.57391 0.87069 0.37690  C5 1.384, C26 1.392, H56 1.073
26 C 4.94821 1.03175 0.53221  C25 1.392, O27 1.404, C29 1.411
27 O 5.56779 2.16073 1.09188  C26 1.404, C28 1.408
28 C 4.69823 3.20518 1.46011  O27 1.408, H57 1.090, H58 1.089, H59 1.089
29 C 5.80011 -0.01009 0.10985  C3 1.410, C26 1.411, O30 1.413
30 O 7.19995 0.13172 0.24056  C29 1.413, C31 1.402
31 C 7.66517 -0.33641 1.47757  O30 1.402, H60 1.089, H61 1.090, H62 1.090
32 H 6.39402 -4.10134 -1.48380  C1 1.089
33 H 4.94446 -3.82040 -0.50158  C1 1.090
34 H 5.04045 -3.19704 -2.17866  C1 1.089
35 H 3.45343 -2.19084 -0.97931  C4 1.073
36 H 1.07122 0.48133 -0.47238  C6 1.094
37 H 1.31328 -1.13330 -1.09109  C6 1.095
38 H 1.17056 -0.41813 1.88295  C7 1.098
39 H 1.62914 -5.00358 1.49082  C11 1.089
40 H 0.02960 -5.09545 2.25289  C11 1.089
41 H 0.18648 -5.28288 0.49817  C11 1.089
42 H -0.77879 -3.01514 -1.11920  C13 1.089
43 H -1.74267 -4.21469 -0.25830  C13 1.089
44 H -2.40380 -2.61968 -0.59154  C13 1.086
45 H -1.20031 -2.61511 3.11325  C14 1.089
46 H -2.68854 -2.36614 2.22052  C14 1.085
47 H -1.99281 -3.97820 2.32366  C14 1.089
48 H -1.00190 0.83716 0.68503  C16 1.073
49 H -3.11415 -1.34744 0.67259  C17 1.069
50 H -3.38790 1.65132 0.24559  C18 1.074
51 H -5.61374 2.43066 -0.03571  C20 1.077
52 H -8.03031 2.02624 -0.22485  C21 1.079
53 H -8.91216 -0.26539 -0.06382  C22 1.078
54 H -7.38164 -2.15553 0.29103  C23 1.079
55 H -4.98027 -1.77293 0.49569  C24 1.075
56 H 2.90639 1.65020 0.69126  C25 1.073
57 H 5.29641 4.03150 1.84276  C28 1.090
58 H 4.13746 3.55245 0.59310  C28 1.089
59 H 4.02062 2.87069 2.24479  C28 1.089
60 H 8.74706 -0.21368 1.51527  C31 1.089
61 H 7.20559 0.24107 2.27910  C31 1.090
62 H 7.41435 -1.39161 1.58194  C31 1.090
63 C -2.62912 6.83534 -2.81016  N64 1.463, H69 1.088, H70 1.088, H71 1.088
64 N -2.62253 5.38018 -2.66291  C63 1.463, C65 1.383, C68 1.370
65 C -2.90655 4.66673 -1.51304  N64 1.383, N66 1.312, H72 1.080
66 N -2.81406 3.37407 -1.71671  C65 1.312, C67 1.348
67 C -2.47076 3.22067 -3.01082  N66 1.348, C68 1.373, H73 1.081
68 C -2.34312 4.44345 -3.62306  N64 1.370, C67 1.373, H74 1.078
69 H -2.35192 7.11602 -3.82394  C63 1.088
70 H -3.62122 7.22847 -2.59833  C63 1.088
71 H -1.91932 7.28306 -2.11789  C63 1.088
72 H -3.17342 5.11059 -0.56503  C65 1.080
73 H -2.32379 2.25969 -3.48385  C67 1.081
74 H -2.08716 4.63852 -4.65153  C68 1.078

Output
E	-44816.1877	eV
LUMO energy	-0.1690	hartree
total charge	+1
molar mass	505.64	g/mol
energy relative to the best compared isomer or geometry (same formula, charge and spin)	0.156	eV

=====

Record 2
The following is a DFT calculation (ωB97M-V with the def2-TZVPD basis set) of a 3-piece molecular cluster, C30H48N4O2 overall.

Bonds (Å) are listed after each position.
Element x y z (Å)
1 C -3.94120 -4.15167 -0.33366  O2 1.409, H25 1.094, H26 1.088, H27 1.096
2 O -4.61021 -3.98283 0.89483  C1 1.409, C3 1.415
3 C -3.99132 -3.05112 1.76164  O2 1.415, C4 1.537, H28 1.092, H29 1.096
4 C -4.67024 -1.67363 1.69314  C3 1.537, C5 1.546, H30 1.090, H31 1.090
5 C -4.88137 -0.96166 3.04953  C4 1.546, C6 1.538, H32 1.094, H33 1.092
6 C -4.27691 0.44922 3.14257  C5 1.538, C7 1.531, H34 1.092, H35 1.094
7 C -2.82582 0.48974 3.62926  C6 1.531, C8 1.528, H36 1.094, H37 1.097
8 C -1.87581 -0.39333 2.82156  C7 1.528, C9 1.529, H38 1.093, H39 1.086
9 C -0.40552 -0.22595 3.20633  C8 1.529, C10 1.546, H40 1.090, H41 1.095
10 C 0.32696 1.02391 2.66534  C9 1.546, C11 1.532, H42 1.093, H43 1.095
11 C -0.12073 1.56396 1.30394  C10 1.532, C12 1.547, N15 1.447, H44 1.097
12 C 0.62977 2.86032 0.91665  C11 1.547, O13 1.406, H45 1.092, H46 1.098
13 O 1.81283 2.63580 0.19001  C12 1.406, C14 1.417
14 C 2.96467 2.34024 0.96038  O13 1.417, H47 1.096, H48 1.092, H49 1.087
15 N -0.00258 0.52099 0.30798  C11 1.447, C16 1.466, H50 1.011
16 C -0.55033 0.81552 -1.01986  N15 1.466, C17 1.539, H51 1.093, H52 1.092
17 C -1.57757 -0.22782 -1.49550  C16 1.539, C18 1.535, H53 1.094, H54 1.089
18 C -1.20168 -1.04198 -2.74106  C17 1.535, C19 1.522, H55 1.093, H56 1.093
19 C 0.20555 -1.61324 -2.84744  C18 1.522, N20 1.458, H57 1.089, H58 1.093
20 N 0.52033 -2.68074 -1.90528  C19 1.458, C21 1.367, C24 1.372
21 C 1.22392 -3.79481 -2.26960  N20 1.367, C22 1.380, H59 1.077
22 C 1.41876 -4.58287 -1.15353  C21 1.380, C23 1.412, H60 1.077
23 C 0.79472 -3.91449 -0.07818  C22 1.412, C24 1.379, H61 1.079
24 C 0.26386 -2.73560 -0.55883  N20 1.372, C23 1.379, H62 1.074
25 H -3.02438 -4.73704 -0.21366  C1 1.094
26 H -4.61553 -4.67643 -1.00797  C1 1.088
27 H -3.67425 -3.19042 -0.78700  C1 1.096
28 H -4.05735 -3.45632 2.77389  C3 1.092
29 H -2.92582 -2.97190 1.51767  C3 1.096
30 H -5.63239 -1.83332 1.20568  C4 1.090
31 H -4.08476 -1.02009 1.04607  C4 1.090
32 H -4.49263 -1.58193 3.86292  C5 1.094
33 H -5.95530 -0.88322 3.23055  C5 1.092
34 H -4.87974 1.05853 3.81958  C6 1.092
35 H -4.34209 0.90832 2.15117  C6 1.094
36 H -2.47783 1.52725 3.63302  C7 1.094
37 H -2.79422 0.15003 4.67143  C7 1.097
38 H -2.15873 -1.43429 2.99980  C8 1.093
39 H -2.00383 -0.22061 1.75669  C8 1.086
40 H 0.15318 -1.11881 2.92434  C9 1.090
41 H -0.37458 -0.19034 4.30013  C9 1.095
42 H 0.26767 1.83646 3.39407  C10 1.093
43 H 1.39295 0.78953 2.57839  C10 1.095
44 H -1.17964 1.84324 1.37316  C11 1.097
45 H -0.00484 3.47666 0.27706  C12 1.092
46 H 0.84518 3.44374 1.82138  C12 1.098
47 H 3.07314 1.26223 1.12290  C14 1.096
48 H 2.92246 2.83268 1.93442  C14 1.092
49 H 3.83493 2.70223 0.41885  C14 1.087
50 H 0.96561 0.24004 0.22824  N15 1.011
51 H -1.03045 1.79696 -0.99427  C16 1.093
52 H 0.26601 0.91607 -1.73845  C16 1.092
53 H -2.52049 0.28194 -1.71318  C17 1.094
54 H -1.79974 -0.90569 -0.67305  C17 1.089
55 H -1.89423 -1.88386 -2.82348  C18 1.093
56 H -1.35590 -0.42541 -3.63056  C18 1.093
57 H 0.30050 -2.05236 -3.83947  C19 1.089
58 H 0.97080 -0.83462 -2.79838  C19 1.093
59 H 1.53046 -3.94143 -3.29181  C21 1.077
60 H 1.93834 -5.52608 -1.13159  C22 1.077
61 H 0.74613 -4.24992 0.94581  C23 1.079
62 H -0.22805 -1.95143 -0.01431  C24 1.074
63 C 7.80808 4.78144 3.92194  C64 1.385, C68 1.385, H69 1.082
64 C 8.12473 3.92342 2.88137  C63 1.385, C65 1.387, H70 1.081
65 C 7.08898 3.36084 2.15060  C64 1.387, N66 1.331, H71 1.084
66 N 5.80245 3.59937 2.39385  C65 1.331, C67 1.330
67 C 5.51320 4.42523 3.39603  N66 1.330, C68 1.387, H72 1.085
68 C 6.47290 5.03951 4.18636  C63 1.385, C67 1.387, H73 1.081
69 H 8.58751 5.24065 4.51593  C63 1.082
70 H 9.15241 3.69160 2.63801  C64 1.081
71 H 7.29976 2.68503 1.32905  C65 1.084
72 H 4.45817 4.60477 3.57449  C67 1.085
73 H 6.17717 5.70272 4.98750  C68 1.081
74 C -1.08508 0.46482 -7.76826  C75 1.386, C79 1.386, H80 1.082
75 C -1.01827 -0.91691 -7.69011  C74 1.386, C76 1.387, H81 1.081
76 C -0.09621 -1.48520 -6.82411  C75 1.387, N77 1.331, H82 1.085
77 N 0.73252 -0.77535 -6.06177  C76 1.331, C78 1.331
78 C 0.65842 0.55082 -6.14746  N77 1.331, C79 1.387, H83 1.085
79 C -0.22868 1.21662 -6.98018  C74 1.386, C78 1.387, H84 1.081
80 H -1.79181 0.94686 -8.43109  C74 1.082
81 H -1.66645 -1.54501 -8.28545  C75 1.081
82 H -0.01902 -2.56359 -6.73416  C76 1.085
83 H 1.34328 1.10659 -5.51609  C78 1.085
84 H -0.24471 2.29744 -7.00672  C79 1.081

Output
E	-41942.1087	eV
LUMO energy	0.0268	hartree
SMILES	COCCCCCCCC[C@@H](COC)NCCCCn1cccc1.c1ccncc1.c1ccncc1
molar mass	496.74	g/mol

=====

Number 1: frontier orbital gap 5.67 eV. Number 2: frontier orbital gap 8.54 eV.